A molecular structure, C32H40As2N2OOsS3Si. Source: OMol25; level of theory: ωB97M-V/def2-TZVPD.

Structure (XYZ):
```
82
Properties=species:S:1:pos:R:3:forces:R:3
Os 0.168979 0.198639 0.507629 -5.593 -0.884 -3.288
C -1.574321 -3.637061 1.080829 0.114 -0.039 0.063
C -2.419121 -2.408961 1.058329 0.327 -0.562 0.026
C -3.811821 -2.479261 1.140429 0.053 0.501 -0.069
C -4.557221 -1.306961 1.100829 0.158 -0.432 -0.028
C -3.920421 -0.092761 0.953829 0.864 0.240 -0.075
C -2.519021 -0.083861 0.852829 -1.486 -1.544 0.548
N -1.808821 -1.236261 0.951829 1.212 1.673 -0.280
N -1.736421 0.977339 0.634129 2.817 -0.101 0.080
Si -2.221821 2.507739 -0.093671 -0.170 1.549 -0.436
C -2.994221 2.051139 -1.779671 0.307 -0.012 0.949
C -3.400321 3.502939 1.028929 0.541 -0.635 -0.455
C -0.527921 3.386639 -0.167571 -0.677 -0.329 -0.029
H -1.788921 -4.222761 1.973729 0.031 -0.084 -0.003
H -0.516321 -3.373661 1.062629 -0.062 -0.040 -0.005
H -1.797721 -4.254961 0.210529 0.024 -0.032 0.000
H -4.291221 -3.439561 1.235929 0.002 -0.121 0.037
H -5.632221 -1.345161 1.177229 -0.129 -0.017 0.010
H -4.458121 0.836839 0.907729 -0.157 0.132 -0.027
H -4.052921 1.821339 -1.680671 -0.131 0.008 0.105
H -2.506421 1.172339 -2.198671 0.085 0.010 -0.057
H -2.900821 2.868239 -2.488971 0.123 0.156 -0.071
H -4.391621 3.067139 1.095129 -0.186 -0.067 -0.027
H -3.518321 4.496039 0.607229 -0.006 0.223 -0.112
H -3.022021 3.621839 2.043229 0.111 -0.004 0.034
H 0.300379 2.663939 -0.099071 0.120 0.064 -0.046
H -0.425021 4.093839 0.651629 0.051 0.020 0.170
H -0.390321 3.936539 -1.092571 0.025 0.041 -0.186
C -0.998621 -0.530661 4.034529 -0.159 -0.127 -0.356
As 0.144979 0.569039 2.894429 0.896 0.143 2.211
C -0.277621 2.314739 3.674129 -0.038 0.094 -0.370
C 1.936779 0.219939 3.586829 -0.088 -0.008 -0.354
C 2.231279 0.405839 4.934729 -0.279 0.048 -0.020
C 3.523279 0.235539 5.403729 -0.099 0.020 -0.089
C 4.534679 -0.108061 4.518329 -0.008 0.018 0.016
C 4.244379 -0.317461 3.181029 0.014 -0.056 -0.348
C 2.944779 -0.166661 2.702529 -0.313 0.082 -0.044
As 2.507579 -0.600761 0.837529 1.702 -0.319 1.110
C 3.973779 0.264939 -0.145771 -0.316 0.284 -0.185
C 3.028079 -2.497961 0.921929 -0.399 -0.038 -0.174
H -0.845521 -0.256561 5.083129 0.100 0.056 -0.264
H -0.777121 -1.590461 3.901929 0.025 0.104 -0.039
H -2.043521 -0.348261 3.770729 0.085 -0.016 0.046
H -0.267421 2.231839 4.766929 0.050 -0.145 -0.282
H -1.280421 2.606339 3.352129 0.103 -0.044 0.030
H 0.437479 3.081839 3.369029 -0.051 -0.176 -0.050
H 1.437579 0.687539 5.618429 0.109 0.015 0.064
H 3.741379 0.382339 6.450429 0.017 0.016 0.071
H 5.548979 -0.211061 4.875029 0.053 -0.041 -0.014
H 5.039079 -0.592061 2.495429 0.028 -0.015 0.083
H 4.871279 -0.357861 -0.145471 -0.246 -0.086 0.116
H 4.202079 1.224239 0.325029 -0.106 -0.146 0.069
H 3.675879 0.450939 -1.178871 -0.028 -0.142 0.056
H 4.031979 -2.580761 1.347229 -0.156 0.270 -0.034
H 3.022679 -2.984361 -0.052471 -0.054 0.151 0.022
H 2.325279 -3.012161 1.582029 0.067 0.082 -0.057
O 0.191379 0.041939 -1.441571 0.748 0.917 3.280
C 0.282679 -0.230661 -2.779571 0.072 -0.905 -2.216
C -0.605121 -1.398261 -3.158771 0.094 -0.279 -0.163
C -1.696821 -1.876061 -2.497871 0.339 0.330 -0.211
C -2.291921 -2.963761 -3.168371 -0.021 -0.352 -0.361
C -1.636921 -3.292561 -4.319671 -0.118 0.073 0.213
S -0.280221 -2.303061 -4.608871 -0.305 0.227 0.656
C 1.697679 -0.635461 -3.161871 0.418 0.274 0.340
C 2.405979 -1.670061 -2.609071 -0.292 0.422 -0.159
C 3.664079 -1.844161 -3.219271 0.189 0.016 -0.161
C 3.875079 -0.960861 -4.236471 -0.248 0.188 0.013
S 2.566279 0.123439 -4.447571 0.022 -0.444 0.482
C -0.111421 1.005439 -3.565871 -0.263 0.226 0.055
C 0.433779 2.248739 -3.398571 -0.216 -0.429 0.053
C -0.110121 3.198439 -4.281571 -0.256 0.171 -0.265
C -1.051721 2.661239 -5.109971 0.048 -0.184 0.193
S -1.305721 0.995139 -4.823971 0.509 0.206 0.395
H -2.062121 -1.446661 -1.581871 -0.079 0.068 0.129
H -3.165521 -3.477061 -2.812771 -0.207 -0.157 0.009
H -1.873221 -4.070861 -5.016871 -0.122 -0.202 -0.136
H 2.000779 -2.302661 -1.834271 -0.074 -0.084 0.019
H 4.374079 -2.599761 -2.937371 0.154 -0.182 0.006
H 4.718179 -0.891261 -4.895171 0.235 -0.021 -0.080
H 1.201079 2.460839 -2.674271 0.151 0.043 0.122
H 0.183279 4.231539 -4.311971 0.074 0.206 -0.061
H -1.602421 3.155139 -5.884871 -0.127 0.135 -0.193
```
Positions in Å, forces in eV/Å.

Charge: +2
2S+1: 1
HOMO-LUMO gap (alpha / beta): 4.48 / 4.42 eV
Electronic energy: -203373.498 eV